[1]
Density functional theory data (the ωB97M-V functional and the def2-TZVPD basis) for a cluster of 13 separate species, C27H80O13 in total.

**Frontier orbital gap (spin up / spin down)**: 1.65 / 9.82 eV
**Net charge**: -1
**Spin multiplicity**: 2
**E_HOMO (spin up / spin down)**: 0.37 / -7.88 eV

Structure (XYZ):
```
120
Properties=species:S:1:pos:R:3:forces:R:3:mulliken_charge:R:1
O 1.079611 -2.527900 3.248836 -1.408 0.361 -0.365 0.860
H 1.576501 -3.345240 3.212926 0.492 -0.943 -0.139 -0.381
H 1.720321 -1.869100 3.516616 0.747 0.463 0.263 -0.044
O -0.592739 -3.571690 5.403416 -0.746 0.026 0.599 -0.890
H -0.279309 -3.135080 4.611356 0.419 0.240 -0.443 0.115
H 0.007271 -4.307470 5.525296 0.322 -0.233 -0.047 0.505
O -0.501469 3.359700 1.941656 0.856 0.694 0.516 -0.681
H -0.593659 3.247540 0.995536 -0.374 -0.184 -0.517 0.146
H -1.211929 2.838420 2.315476 -0.305 -0.382 -0.167 0.260
O -3.582109 1.111550 -1.015394 -0.139 -0.052 -0.423 -0.488
H -4.452139 0.722690 -1.105164 -0.207 -0.069 -0.184 0.224
H -3.326229 0.921440 -0.112834 0.463 -0.028 0.813 0.095
C 1.157431 0.087270 0.754606 0.393 0.443 -1.132 -0.569
C -0.110529 -0.648180 0.498506 -0.485 -1.863 0.229 1.223
C 0.031501 -1.987870 -0.229564 0.359 -0.655 0.732 -1.727
O -0.682069 -0.855670 1.805056 -1.391 0.719 -0.901 -0.958
H 0.988011 1.062530 1.210966 -0.144 -0.049 0.149 -0.286
H 1.627041 0.267350 -0.212424 0.523 0.025 0.002 0.235
H 1.778831 -0.539390 1.394326 0.198 0.111 -0.087 0.471
H -0.823459 -0.225050 -0.209154 -0.300 1.347 0.842 -0.258
H 0.286871 -1.860350 -1.281524 0.353 0.027 0.040 0.372
H -0.898369 -2.555930 -0.201904 -0.374 0.332 0.006 0.458
H 0.715551 -2.645520 0.306786 0.488 0.015 -0.276 0.239
H -0.209349 -1.534550 2.292146 0.653 -0.559 0.171 0.051
C -3.080269 0.512950 3.909246 -1.851 -0.320 0.182 -1.513
C -3.545569 0.970960 2.493596 3.401 1.054 2.180 0.283
C -4.037999 2.399470 2.652996 -0.998 -0.058 -0.620 -1.249
O -2.289949 1.253840 1.798366 -1.539 0.493 -1.392 0.143
H -2.501889 -0.406380 4.000926 0.322 0.267 -0.486 0.286
H -3.976499 0.303350 4.493156 -0.352 -0.169 0.124 0.451
H -2.664379 1.358830 4.456616 0.593 -0.147 -0.327 0.289
H -4.218209 0.257650 2.017296 0.137 0.047 -0.291 0.457
H -5.018219 2.461530 3.125676 0.015 0.027 0.228 0.443
H -4.121179 2.876770 1.676586 -0.060 -0.020 -0.148 0.055
H -3.288599 2.970990 3.200576 -0.211 -0.096 0.143 0.369
H -1.567069 0.633750 1.918936 -0.041 -1.247 0.513 0.042
C -4.924799 -3.625660 -1.559414 0.781 -1.443 -0.816 -1.145
C -4.090199 -4.602940 -2.504584 -0.604 -1.356 -1.040 0.499
C -2.586339 -4.460430 -2.660494 0.198 1.724 1.181 -0.667
O -4.304719 -6.043880 -2.224234 -0.942 1.257 0.571 -0.588
H -5.999879 -3.689770 -1.727294 -0.018 -0.655 -0.269 0.402
H -4.733739 -2.594420 -1.856304 0.643 0.048 0.445 0.148
H -4.774649 -3.884850 -0.511374 0.358 0.499 0.023 0.357
H -4.513269 -4.468920 -3.500154 -0.213 0.152 -0.163 0.177
H -2.174369 -4.475890 -1.651464 0.430 -0.327 0.003 0.383
H -2.299139 -3.483190 -3.048614 -0.225 0.254 -0.057 -0.425
H -2.058599 -5.151370 -3.317904 -0.543 -0.443 0.121 0.502
H -3.497249 -6.538170 -2.383184 0.155 0.302 0.009 0.309
C 4.107351 3.051020 1.392856 0.483 -0.847 -0.808 -0.974
C 4.316621 3.988340 2.522766 -0.682 1.264 0.779 1.289
C 5.739571 4.319480 2.900366 0.638 0.342 0.432 -1.633
O 3.651561 5.292640 2.301866 0.670 -0.905 -0.456 -0.650
H 4.687021 3.383870 0.531866 -0.510 0.329 -0.392 0.430
H 3.053301 2.852650 1.198616 -0.056 0.386 -0.304 -0.020
H 4.519671 2.052760 1.539756 0.179 -0.058 0.652 0.506
H 3.766781 3.634360 3.394816 0.452 -0.499 0.285 -0.238
H 5.663851 5.196630 3.543006 0.211 -0.149 0.304 0.393
H 6.464431 4.602660 2.137156 -0.614 0.093 -0.775 0.379
H 6.292561 3.526670 3.404116 -0.502 -0.227 0.370 0.313
H 2.724011 5.062860 2.209956 -0.306 0.191 -0.082 0.307
C 2.281731 1.151240 4.325156 -1.367 -0.059 -1.087 -1.231
C 3.495631 0.296410 4.053396 -0.664 1.355 0.517 0.146
C 4.489431 0.654040 5.082316 1.357 0.371 0.257 -1.378
O 3.192501 -1.044020 4.236356 -0.372 -1.314 -0.958 0.471
H 1.717821 0.697860 5.140356 0.072 0.367 0.363 0.538
H 1.602321 1.104180 3.474116 -0.179 -0.035 -0.116 -0.232
H 2.462711 2.216460 4.468816 0.238 -0.115 0.353 0.448
H 3.819221 0.479710 3.028806 0.291 -0.405 0.057 -0.095
H 5.297671 -0.076280 5.043936 0.348 0.332 0.111 0.367
H 4.035371 0.607960 6.072166 -0.071 -0.050 0.073 0.348
H 4.807371 1.683890 4.919766 0.468 0.013 0.146 0.311
H 2.818071 -1.128210 5.116306 -0.094 -0.310 0.447 0.090
C 2.030581 4.615120 -1.356834 0.281 -0.286 0.840 -0.497
C 2.507701 3.977630 -2.638274 0.284 -0.743 -0.084 0.471
C 2.464171 2.486020 -2.603034 0.419 -1.050 0.820 -1.104
O 1.703561 4.363820 -3.700274 -0.871 0.996 -1.143 -0.540
H 1.084161 4.169180 -1.050974 -0.106 -0.148 -0.102 -0.135
H 1.870591 5.693260 -1.367044 0.200 0.123 -0.415 0.490
H 2.741721 4.411600 -0.556234 0.017 0.081 0.052 -0.008
H 3.536981 4.179770 -2.934614 0.407 0.667 0.575 0.238
H 1.463821 2.055190 -2.560804 -0.140 0.238 0.036 0.108
H 2.998371 2.191220 -1.699804 -0.052 -0.315 0.163 0.197
H 3.012341 2.021330 -3.422594 -0.135 0.199 -0.218 0.431
H 1.774341 5.320870 -3.675004 -0.402 0.247 -0.515 0.332
C -3.069899 -0.446470 -4.571024 0.418 0.353 1.408 -0.682
C -1.769079 -0.742360 -5.270754 -0.018 -0.017 0.151 0.514
C -0.611879 -0.979900 -4.349324 0.123 0.202 1.021 -0.876
O -1.975999 -1.865760 -6.129654 0.116 0.648 -0.199 -0.552
H -2.810699 0.308480 -3.828754 -0.474 0.542 -0.085 -0.123
H -3.415599 -1.266900 -3.942144 -0.076 -0.383 -0.345 0.048
H -3.862159 -0.099780 -5.234524 0.026 -0.006 0.004 0.486
H -1.547349 0.145410 -5.863034 0.226 0.122 -0.339 0.309
H -0.747389 -1.886030 -3.758854 0.250 -0.429 -0.441 0.029
H -0.580779 -0.231830 -3.557164 -0.153 0.451 -0.125 0.095
H 0.361631 -0.899530 -4.832984 -0.120 -0.507 -0.146 0.415
H -2.704439 -1.465540 -6.610084 -0.305 -0.953 -0.826 0.333
C -1.966219 3.763240 -3.003104 0.747 1.073 -1.095 -1.202
C -1.880929 4.156220 -1.560984 -1.379 -0.665 0.697 0.754
C -3.223869 4.584240 -0.971894 -0.042 0.746 -1.233 -1.418
O -1.511309 3.012770 -0.860324 2.087 -0.776 1.242 0.563
H -2.316679 4.592670 -3.617374 -0.515 -0.009 -0.082 0.421
H -2.541359 2.856520 -3.190654 -0.077 0.090 0.133 0.203
H -0.939899 3.661600 -3.355864 0.081 -0.589 -0.055 0.203
H -1.105759 4.908510 -1.415134 -0.014 0.056 0.061 0.243
H -3.622829 5.241890 -1.744184 -0.551 0.452 0.324 0.473
H -3.181559 5.097310 -0.011124 0.171 -0.152 -0.048 0.314
H -3.885349 3.719040 -0.927514 0.066 -0.023 0.139 0.138
H -2.111389 2.287530 -1.048834 -0.292 0.039 -0.128 -0.381
C 1.078011 -5.787200 -1.006704 -0.987 0.035 -0.327 -1.065
C 1.631371 -6.812120 -1.999774 0.599 0.532 1.887 0.556
C 2.891551 -7.463220 -1.420924 0.111 0.429 0.204 -1.391
O 0.704951 -7.846320 -2.139554 -1.118 -0.425 -0.628 -0.504
H 0.048071 -5.490830 -1.205434 -0.182 -0.142 -0.760 -0.180
H 1.608231 -4.835990 -1.053154 0.439 -0.272 0.497 0.390
H 0.930821 -6.213770 -0.014494 0.843 0.126 0.190 0.373
H 1.828791 -6.302070 -2.942634 0.107 -0.100 -0.271 0.211
H 3.101031 -8.382540 -1.967804 0.600 0.231 -0.394 0.391
H 2.767161 -7.811210 -0.395474 -0.561 0.178 0.091 0.362
H 3.704451 -6.740450 -1.351054 0.346 -0.250 -0.450 0.384
H 1.092591 -8.441470 -2.785404 -0.214 -0.315 -0.036 0.321
```
Positions in Å, forces in eV/Å.

---

[2]
Density functional theory data (the ωB97M-V functional and the def2-TZVPD basis) for a cluster of 13 separate species, C27H83N3O18 in total.

**Frontier orbital gap**: 9.34 eV
**Net charge**: 0
**Spin multiplicity**: 1
**E_HOMO**: -9.28 eV

Structure (XYZ):
```
131
Properties=species:S:1:pos:R:3:forces:R:3:mulliken_charge:R:1
C 4.905531 7.850923 -1.541758 -0.710 0.712 0.324 -0.475
O 4.555811 6.554253 -1.904908 0.450 -1.363 -0.526 -0.491
H 3.952461 8.379773 -1.532008 0.311 0.914 0.181 0.225
H 5.379211 7.905933 -0.561608 0.030 0.004 0.168 0.223
H 5.585111 8.305703 -2.262488 -0.134 -0.257 -0.156 0.208
H 3.803571 6.276953 -1.376858 0.057 -0.036 0.005 0.309
C -3.016679 -0.073177 -3.988218 -0.557 -0.556 -0.251 -0.558
O -2.747789 1.127893 -3.280978 0.334 -0.847 -0.002 -0.456
H -2.462209 -0.159617 -4.922668 -0.259 0.469 -0.382 0.248
H -2.762719 -1.012927 -3.497818 0.245 0.154 0.824 0.245
H -4.095639 -0.151657 -4.121588 0.084 0.274 -0.432 0.232
H -1.872119 0.969713 -2.920728 0.183 0.512 0.272 0.289
C -1.199469 -6.312817 -4.808458 -0.639 0.779 -1.526 -0.483
O -2.206969 -6.811567 -3.981398 0.106 -0.907 1.479 -0.508
H -0.268249 -6.877567 -4.852888 -0.345 -0.427 0.634 0.233
H -1.633529 -6.352417 -5.807528 0.540 0.287 -0.513 0.229
H -0.947839 -5.275637 -4.587038 0.073 0.129 0.134 0.222
H -3.068039 -6.451187 -4.205628 0.267 0.141 -0.206 0.308
C -1.366299 7.530943 -4.337408 -0.203 -0.086 1.341 -0.457
O -0.781509 7.964613 -5.510378 0.480 0.035 -1.429 -0.505
H -1.700429 8.397043 -3.766178 -0.458 -0.091 0.248 0.234
H -2.189879 6.845593 -4.537738 -0.072 0.301 -0.262 0.212
H -0.684069 6.977053 -3.692528 0.284 -0.127 0.047 0.218
H -0.036099 8.536713 -5.313708 -0.030 -0.038 0.055 0.298
C 5.227571 1.875293 6.323742 -0.773 -0.172 -0.050 -0.474
O 5.905191 0.890863 5.587002 0.340 -0.529 -0.065 -0.492
H 5.600591 1.905213 7.347492 0.281 0.697 -0.017 0.243
H 5.268631 2.798793 5.746182 0.195 0.110 0.499 0.203
H 4.184501 1.571453 6.411882 -0.371 0.294 -0.020 0.223
H 5.746381 0.097863 6.104242 0.320 -0.403 -0.348 0.298
C -11.520539 1.217663 3.520392 0.631 0.493 0.048 -1.384
C -10.784709 0.292393 4.478222 -0.294 -0.859 -0.852 0.656
C -9.254489 0.083013 4.309552 0.585 0.739 0.000 -0.694
O -8.890699 -0.313677 3.010502 -0.155 0.145 -1.745 -0.331
C -7.498599 -0.392287 2.685062 -0.065 -0.676 0.615 -0.713
N -11.138989 0.729693 5.820812 0.769 -0.272 0.791 -0.769
H -11.349389 0.974643 2.471702 -0.177 -0.072 0.085 0.322
H -11.237669 2.254683 3.701122 0.308 0.079 -0.090 0.347
H -12.576339 1.199443 3.790682 -0.121 -0.296 -0.320 0.339
H -11.215119 -0.692857 4.298942 0.022 -0.415 -0.160 0.172
H -8.859169 -0.683067 4.976602 -0.364 -0.124 0.622 0.334
H -8.705619 0.999353 4.526702 -0.091 0.403 0.329 0.376
H -7.248079 -0.379697 1.624312 -1.012 0.487 -0.266 0.274
H -7.119039 -1.378607 2.951872 0.114 -0.115 0.626 0.286
H -6.874609 0.371963 3.148362 -0.217 0.179 0.307 0.268
H -10.684669 0.100323 6.467022 0.481 0.034 0.389 0.251
H -12.104829 0.507913 6.015952 -0.407 0.275 -0.380 0.267
C -0.622189 -5.571467 4.684472 0.090 -0.642 -0.013 -1.281
C -0.625909 -5.703637 6.219742 0.830 -0.033 0.527 0.406
C -0.313379 -7.162567 6.745702 0.569 1.803 0.160 -0.681
O -0.249709 -7.225517 8.225402 -1.089 -0.396 -1.863 -0.349
C -0.100069 -8.578937 8.608032 0.465 -0.196 1.042 -0.759
N 0.413311 -4.802717 6.782262 -0.616 0.000 -0.001 -0.687
H -1.168679 -4.729817 4.258962 -0.181 0.171 0.601 0.325
H -1.070459 -6.457567 4.235042 0.066 -0.121 -0.099 0.316
H 0.385711 -5.454197 4.286372 0.183 -0.303 0.093 0.327
H -1.613269 -5.375827 6.544952 0.019 -0.070 0.417 0.267
H 0.724431 -7.282917 6.434972 0.075 -0.651 -0.366 0.288
H -0.971679 -7.878297 6.253282 -0.127 -0.330 0.537 0.400
H -0.056729 -8.687887 9.691702 -0.027 0.723 0.221 0.290
H 0.866921 -8.973547 8.296092 -0.033 -0.202 -0.560 0.315
H -0.924069 -9.249827 8.365082 -0.102 0.171 -0.764 0.294
H 1.223911 -4.771717 6.180542 -0.008 -0.042 -0.296 0.250
H 0.748841 -5.207617 7.644572 -0.117 0.131 0.359 0.279
C 3.411521 -3.049147 -9.338838 -1.229 1.367 -0.741 -1.326
C 3.906121 -1.582067 -9.064528 0.707 -1.548 0.573 0.515
C 2.932671 -0.626687 -8.357028 -1.490 0.239 0.176 -0.725
O 3.484841 0.620673 -8.014248 1.171 0.155 0.714 -0.314
C 2.569751 1.521353 -7.397068 1.131 0.299 -0.280 -0.762
N 5.157671 -1.725837 -8.300038 -0.701 1.359 0.577 -0.687
H 2.541611 -2.924567 -9.983698 -0.145 -0.338 -0.287 0.352
H 3.048311 -3.662387 -8.514148 0.299 0.575 0.541 0.324
H 4.122021 -3.673357 -9.880718 0.291 0.422 -0.033 0.358
H 4.112331 -1.026627 -9.979448 -0.033 -0.485 -0.653 0.176
H 2.403601 -1.011137 -7.485028 0.343 -0.649 0.329 0.398
H 2.125491 -0.308527 -9.016828 -0.358 -0.855 -0.748 0.347
H 1.890491 1.917313 -8.151998 -0.419 -0.105 0.159 0.317
H 3.181781 2.344263 -7.027848 0.043 0.121 -0.245 0.250
H 2.079891 1.159773 -6.492968 -0.312 -0.609 -0.249 0.300
H 5.881911 -2.277437 -8.737428 -0.264 -0.027 -0.442 0.231
H 5.448631 -0.758657 -8.299448 0.972 0.069 0.642 0.251
C 1.402721 1.730523 0.973562 1.389 -0.671 -1.155 -0.397
C 2.347441 0.711533 0.172372 -1.323 1.168 -0.058 -0.379
O 1.596081 0.173753 -0.909238 -0.712 -0.423 0.252 -0.491
O 1.212711 2.900633 0.192782 0.071 0.117 -0.083 -0.507
H 1.924371 1.986723 1.895702 0.012 -0.028 0.198 0.250
H 0.409861 1.343463 1.202742 0.281 -0.712 0.055 0.337
H 2.757371 -0.036107 0.851412 -0.206 -0.190 0.084 0.321
H 3.168971 1.218623 -0.333658 0.259 0.607 0.739 0.283
H 2.080671 -0.532307 -1.343118 0.157 0.011 0.072 0.275
H 0.308591 3.190323 0.335082 0.049 0.135 -0.132 0.308
C 5.341861 -6.011807 -1.605598 0.418 -0.810 -1.216 -0.329
C 5.892831 -5.098807 -2.732218 0.021 -0.623 0.239 -0.277
O 4.871741 -4.377237 -3.432948 0.388 -0.331 0.735 -0.498
O 6.346711 -6.956577 -1.196448 0.326 0.845 0.756 -0.538
H 4.533661 -6.643737 -1.973818 -0.577 0.626 -0.059 0.275
H 5.044061 -5.421777 -0.738838 0.028 -0.254 -0.002 0.246
H 6.442111 -5.730187 -3.430608 -0.080 -0.288 -0.154 0.260
H 6.664511 -4.475577 -2.280338 -0.136 0.517 0.026 0.253
H 5.271611 -4.069937 -4.249808 -0.097 0.142 -0.083 0.304
H 6.514941 -7.633467 -1.856068 -0.305 0.205 -0.257 0.299
C -3.112009 2.958343 7.867312 1.437 -0.715 -0.258 -0.295
C -2.329209 1.860993 7.173002 0.300 -0.395 -0.782 -0.406
O -1.585519 1.065183 8.107252 -0.564 0.543 -0.321 -0.522
O -3.849909 3.653283 6.870682 -0.405 -0.258 0.707 -0.494
H -2.374669 3.619013 8.323332 -0.168 0.210 0.276 0.214
H -3.689069 2.461163 8.647002 -0.434 0.339 -0.002 0.306
H -1.681739 2.276103 6.400622 0.464 0.489 0.223 0.277
H -2.994669 1.272373 6.541492 -0.507 -0.428 0.439 0.295
H -1.246389 0.312873 7.616722 0.087 -0.088 0.091 0.307
H -4.708359 3.781643 7.280772 -0.215 0.293 -0.384 0.317
C 8.713541 2.170623 -4.529568 -0.786 -1.197 0.704 -0.264
C 10.051671 1.560933 -4.911768 -0.164 0.879 0.555 -0.464
O 10.404601 1.961473 -6.202948 0.459 -0.414 -0.865 -0.526
O 8.759041 3.577553 -4.537918 0.609 0.275 -0.330 -0.523
H 8.403421 1.809823 -3.548878 0.313 -0.054 0.463 0.316
H 7.923671 1.767393 -5.163298 0.028 0.208 -0.634 0.248
H 10.073301 0.472343 -4.860688 -0.512 -0.006 -0.276 0.319
H 10.799781 1.856253 -4.176088 0.208 0.356 0.119 0.274
H 10.462491 2.917613 -6.266448 -0.121 0.102 0.287 0.324
H 7.932601 3.947313 -4.218738 -0.049 -0.144 -0.019 0.296
C -5.122709 6.454993 0.948852 -1.438 -0.276 1.915 -0.376
C -6.321369 5.698323 0.302012 1.593 1.261 1.238 -0.320
O -5.885219 5.281433 -0.937648 -0.457 -0.788 -1.414 -0.496
O -4.103599 5.618653 1.502452 0.521 -0.282 -1.163 -0.509
H -5.506169 6.994753 1.814712 -0.297 0.571 -0.095 0.294
H -4.721619 7.180913 0.241542 0.288 -0.373 -0.030 0.246
H -7.138439 6.415013 0.219192 -0.049 -0.032 -0.402 0.309
H -6.667569 4.892123 0.948762 0.033 -0.223 0.097 0.252
H -5.259709 4.564923 -0.807448 0.127 -0.063 -0.056 0.303
H -4.317179 5.330793 2.393022 -0.303 0.189 -0.088 0.298
```
Positions in Å, forces in eV/Å.